ORCA calculation (wB97M-V/def2-TZVPD) on a structure of composition C47H47NP2V.

```
! wB97M-V def2-TZVPD RIJCOSX def2/J DEFGRID3
* xyz 0 4
V 0.61076 -2.05199 0.30874
P 0.45076 3.28918 -0.80817
P -2.28829 2.05602 -1.12236
N 0.97899 -3.29345 1.85492
C 1.08442 5.81441 0.18207
C 1.79180 7.02559 -2.23001
C -3.98886 -0.02817 -2.26391
C -0.54827 -3.45634 -0.95651
C -3.13400 3.71500 -1.34428
C -2.22491 -5.10471 2.48627
C 1.97382 1.77824 0.98201
C -1.13490 1.84866 -2.43993
C 0.06524 -4.22767 2.38797
C 3.17402 -4.14560 2.63055
C 3.18394 1.30153 1.48366
C -0.03041 2.69448 -2.41426
C 4.30487 2.07288 -0.52926
C 1.94077 2.41718 -0.27585
C -5.42698 -1.32503 -0.77807
C 1.95897 7.71326 -1.02059
C -2.87836 6.14597 -1.21080
C 2.47731 -1.86196 3.16749
C 1.01545 5.06985 -1.01714
C -1.33193 -4.07727 2.15507
C -4.87108 -1.09489 -2.04060
C -3.61495 0.80485 -1.19159
C -2.33342 4.87334 -1.33012
C 2.42601 -3.05400 -0.63537
C -4.25853 0.62146 0.05498
C -4.26593 6.28843 -1.17336
C -0.43555 -6.32551 3.57616
C 0.39241 -4.54882 -1.35280
C 2.15083 -1.96024 -1.46668
C 0.46586 -5.33626 3.18237
C -5.08444 5.16171 -1.32786
C 4.29972 -2.92136 4.38620
C -0.00310 -1.65508 -2.74289
C 1.27908 5.71966 -2.23751
C -0.49751 -0.81071 1.44548
C -5.13810 -0.43636 0.26457
C 1.57094 7.11999 0.18970
C -0.72043 -2.18619 -1.54273
C -4.52889 3.88416 -1.46569
C 4.18763 -4.07204 3.58694
C 3.51868 -1.78899 4.10253
C 1.44956 -2.11790 -2.78931
C 3.10910 2.60002 -1.01680
C 4.33888 1.39212 0.69949
C 2.23420 -3.08969 2.51313
C 1.88277 -4.44235 -0.89188
C -1.77918 -6.22675 3.19723
H 3.68904 -0.84295 4.62532
H 0.40345 -4.75523 -2.43385
H -5.12087 -1.77526 -2.85704
H 2.37554 8.72289 -1.01645
H -6.16655 5.28276 -1.33333
H -1.63593 -1.64237 -1.30719
H 3.25201 0.88459 2.48823
H 1.96975 -5.06006 0.02608
H -2.22038 7.01448 -1.14043
H 0.76034 5.36040 1.11858
H -1.32606 1.09263 -3.19655
H -1.03672 -1.49435 2.12914
H 4.84485 -4.93190 3.74759
H 3.09253 3.20661 -1.92120
H -2.47138 -7.02161 3.47716
H -4.69994 7.27787 -1.03757
H 0.20238 -0.15724 2.00487
H -0.05153 -0.55203 -2.77713
H 5.23006 2.22328 -1.08973
H -1.71626 -3.15688 1.69799
H 5.27202 0.94250 1.06003
H 1.67052 7.66822 1.13193
H 4.99265 -2.89609 5.23304
H 1.98946 -1.56753 -3.57846
H 0.57022 2.98230 -3.27425
H 3.26905 -3.02427 0.07572
H 3.02973 -5.07683 2.07144
H -5.17545 3.02722 -1.67579
H -6.09057 -2.17797 -0.60161
H -3.58611 0.14056 -3.26237
H -5.58427 -0.58690 1.24845
H 1.44930 -3.15760 -3.14166
H -3.26719 -5.05145 2.15288
H 2.07452 7.50391 -3.17371
H -0.49747 -2.00114 -3.66927
H 2.63350 -0.97410 -1.32083
H 2.54308 -4.95224 -1.63264
H 1.77761 -1.03328 2.99376
H -1.24686 4.79375 -1.41506
H 1.50664 -5.42780 3.48119
H 0.01841 -5.52072 -0.96831
H -4.02200 1.29557 0.87892
H 1.04429 1.72361 1.55367
H -1.20433 -0.30219 0.77116
H 1.09834 5.22578 -3.19466
H -0.06752 -7.16826 4.16760
H -1.37069 -3.82932 -0.33685
*
```

Its energy relative to the best compared isomer or geometry (same formula, charge and spin) is 19.58 kJ/mol. The max |F| comes out at 2.7 eV Å⁻¹. As for the expectation value of S²: 3.7696. Its highest occupied orbital energy (alpha / beta) is -6.44 / -7.03 eV.

---

ORCA calculation (wB97M-V/def2-TZVPD) on a cluster of 10 separate species, C47H48F42N12O28S14 in total.

```
! wB97M-V def2-TZVPD RIJCOSX def2/J DEFGRID3
* xyz -2 1
S 6.01552 5.22293 -20.65283
S 5.25359 4.61935 -18.33224
S 13.29921 -2.38203 -24.12247
S 6.50915 -1.89080 -22.88882
S 8.74706 10.12889 -18.09593
S 13.74542 -2.84930 -17.59930
S 10.69301 2.72875 -11.56945
S 11.14933 9.11094 -18.16311
S 6.99869 -2.72728 -20.56871
S 11.99243 4.93184 -11.94603
S 4.76987 10.59440 -13.94623
S 2.16567 10.45496 -13.88786
S 15.36680 -2.21733 -25.69358
S 12.44996 -1.18866 -16.09852
F 0.72676 8.32494 -14.90584
F 15.83348 -3.64426 -27.88293
F 8.33313 4.50314 -21.72255
F 7.14411 -2.46350 -17.86780
F 8.25696 -0.40771 -24.23207
F 10.32876 -2.86349 -16.91652
F 6.18992 10.50305 -18.39447
F 11.47226 -4.39936 -24.51934
F 13.16930 5.81081 -14.20320
F -0.38216 10.23924 -15.06404
F 9.14429 1.75256 -13.56329
F 6.50135 -0.72525 -25.33312
F 16.88837 -1.74252 -27.93437
F 10.08180 -0.70236 -17.20510
F 13.77391 -2.19483 -20.35632
F 1.26374 9.64555 -16.34201
F 7.20235 9.57466 -12.99589
F 13.28251 -4.84882 -23.42494
F 12.04212 6.67047 -17.48000
F 6.74090 3.24729 -22.56473
F 13.12687 -4.24995 -19.81164
F 6.01682 8.17826 -14.19928
F 8.79327 -1.82852 -18.97634
F 14.50915 4.39253 -13.03869
F 6.89844 5.22120 -23.25226
F 5.46980 8.59800 -12.09879
F 13.51257 8.36944 -17.17062
F 14.71145 -1.91861 -28.33476
F 10.96295 0.61259 -13.34417
F 14.21213 6.44871 -12.26150
F 9.84396 -1.45345 -15.12347
F 6.37206 0.75687 -23.68020
F 6.12480 4.09757 -15.80637
F 6.75279 8.48377 -18.82532
F 11.85651 8.07984 -15.76255
F 15.17732 -3.66922 -19.76754
F 9.37349 0.37863 -11.92044
F 6.99092 -0.65628 -18.92815
F 4.63564 2.70840 -16.50527
F 6.76033 2.50477 -17.24980
F 6.51339 9.26002 -16.69591
F 11.66350 -3.68607 -22.45666
O 8.07723 -3.62213 -20.84172
O 4.66721 5.47830 -21.16166
O 12.49626 0.29564 -15.92887
O 15.46001 -0.77019 -25.45807
O 3.83628 4.22920 -18.64322
O 14.29795 -2.22436 -23.05470
O 8.89228 11.32203 -17.25369
O 2.18845 11.85796 -14.31698
O 5.48817 11.07033 -15.12538
O 4.65306 11.61017 -12.82084
O 11.45868 2.22959 -10.43370
O 11.71990 10.44716 -18.19346
O 12.25220 4.99746 -10.51994
O 12.91237 -3.92726 -17.11644
O 1.70133 10.14080 -12.50578
O 16.44648 -2.94948 -25.04491
O 5.64505 -3.29598 -20.30052
O 5.05156 -2.02215 -23.03033
O 8.98925 10.36767 -19.52382
O 11.02172 5.93538 -12.46934
O 15.09936 -2.74735 -17.20810
O 12.96279 -2.10115 -15.06557
O 6.72921 6.46185 -20.45639
O 7.18788 -3.01539 -23.50394
O 11.20059 8.46883 -19.50839
O 9.49235 3.58115 -11.31670
O 12.36927 -1.24059 -24.34296
O 5.51774 5.99154 -17.68721
N 11.65442 3.36077 -12.59365
N 9.09276 5.78892 -16.08358
N 14.09350 -2.89986 -25.54926
N 3.58891 9.69885 -14.36237
N 12.91855 14.81962 -21.96095
N 10.70262 8.21405 -22.33092
N 13.04664 -1.43346 -17.71125
N 7.07127 -1.35413 -21.59230
N 6.33189 4.22169 -19.56671
N 11.74670 2.28935 -26.37571
N 9.53177 8.99617 -17.43975
N 10.52998 0.47673 -20.52556
C 9.98341 1.24015 -12.66651
C 11.51011 10.86757 -22.30421
C 12.65045 3.12698 -27.34163
C 6.94684 9.49442 -17.98208
C 9.72144 4.73993 -15.64020
C 7.05461 4.49271 -22.12876
C 11.42441 0.69774 -19.50300
C 10.45824 -1.62817 -16.31845
C 10.22722 6.84228 -22.32090
C 11.96042 14.51713 -22.90816
C 8.67707 6.85439 -15.10455
C 7.51147 -1.85414 -18.98893
C 13.63968 1.06276 -28.48634
C 11.98534 12.23282 -22.16339
C 9.11575 4.86067 -18.30022
C 9.18885 2.31817 -25.68732
C 13.45006 13.87350 -21.11734
C 10.66552 -0.66176 -21.40172
C 12.00238 8.49092 -22.44686
C 0.80815 9.61071 -15.09756
C 15.73639 -2.38066 -27.59755
C 10.04378 3.67414 -16.47243
C 13.59894 5.43417 -12.89714
C 10.14349 10.51739 -22.32741
C 5.77909 3.36799 -16.87508
C 9.75155 3.67879 -17.87230
C 8.75906 5.89604 -17.40006
C 13.94711 -3.22933 -19.50189
C 6.95287 -0.38851 -24.11134
C 12.35012 -3.93063 -23.58232
C 5.94287 9.10167 -13.22288
C 9.76887 9.18899 -22.30220
C 12.39444 2.14578 -24.98405
C 10.17712 2.59923 -18.80897
C 12.89871 0.20127 -27.63371
C 12.24674 7.95816 -17.01043
C 11.71183 13.19343 -23.17119
C 11.20004 1.67706 -18.52792
C 8.03160 3.26596 -25.92684
C 10.35405 3.04872 -26.40457
C 9.42116 1.23315 -20.70503
C 13.34096 16.23362 -21.86982
C 9.27670 2.31510 -19.83197
C 12.46620 9.85813 -22.44576
C 11.57952 0.89025 -27.04392
C 12.88368 12.63475 -21.13740
C 13.95168 2.34003 -27.61929
H 7.59008 6.78172 -15.14024
H 12.68551 7.65627 -22.50249
H 10.15395 3.06962 -27.47584
H 13.13506 11.97331 -20.32150
H 9.45282 6.61856 -23.05463
H 10.46542 4.09271 -26.11171
H 9.22353 7.73136 -15.45157
H 14.55882 2.99334 -28.24592
H 14.58395 0.65955 -28.85222
H 10.98809 12.97565 -23.94267
H 13.25713 1.48005 -25.00966
H 12.58661 -0.66727 -28.21366
H 11.54650 -1.25659 -21.16059
H 8.98399 6.73217 -14.06582
H 11.05872 6.14223 -22.40240
H 7.08873 2.74424 -25.76287
H 10.06583 4.77034 -14.61704
H 8.33530 6.82724 -17.74604
H 12.20411 3.46565 -28.27661
H 9.44665 2.26868 -24.62940
H 11.84097 1.89650 -17.68681
H 13.06621 1.41978 -29.34178
H 8.77645 0.99451 -21.53797
H 13.50827 -0.12019 -26.78920
H 9.34384 11.24291 -22.35174
H 11.67764 1.67977 -24.30795
H 13.47780 16.43835 -20.80800
H 12.53054 16.88836 -22.19016
H 12.57193 3.16671 -24.64595
H 8.32034 2.81565 -19.79673
H 10.72148 -0.41443 -22.46182
H 12.18074 -0.07197 -19.45945
H 11.39125 15.31973 -23.35345
H 8.10775 4.13959 -25.27949
H 12.80188 4.10884 -26.89316
H 10.52079 2.79242 -16.07061
H 10.79672 0.98734 -27.79618
H 14.26189 16.34596 -22.44198
H 11.18378 0.23499 -26.26795
H 14.16127 14.23786 -20.39082
H 8.76304 8.79620 -22.28167
H 10.04442 6.58637 -21.27726
H 13.52630 9.99581 -22.59951
H 9.70912 -1.18282 -21.44525
H 8.97212 5.08293 -19.34729
H 9.02368 1.28943 -26.00749
H 8.01417 3.45439 -27.00028
H 14.55410 2.13981 -26.73323
*
```

Its energy relative to the best compared isomer or geometry (same formula, charge and spin) is 145.32 kJ/mol. The max |F| comes out at 8.7 eV Å⁻¹. Its highest occupied orbital energy is -5.22 eV.

---

ORCA calculation (wB97M-V/def2-TZVPD) on a structure of composition C47H48MnN3O2Te.

```
! wB97M-V def2-TZVPD RIJCOSX def2/J DEFGRID3
* xyz 2 5
Te 2.46481 -2.50995 -1.61535
Mn -0.67521 -0.01218 0.19861
O -5.76508 -0.95987 1.36137
O -2.38311 0.01919 -0.14849
N -0.39234 -0.35447 -1.80536
N 1.00469 -0.16383 1.27765
N -0.25690 2.00779 0.54975
C -0.06984 -5.57795 -3.38154
C 2.61006 -1.38133 2.54896
C 0.87601 -3.82684 -2.02984
C -1.57504 -1.05811 4.07510
C -2.34831 -1.86015 1.93906
C -2.74874 -0.33806 4.22958
C 0.96665 -4.69564 -3.11274
C 4.45729 -0.26520 3.86429
C -0.60349 -1.94370 -6.13324
C -5.02564 -2.19457 -1.18551
C -3.47029 -1.95363 -2.98859
C 1.83643 -0.90902 -2.89033
C 1.52471 -1.32545 1.70560
C -3.73137 -0.38492 3.25045
C -0.83439 -1.94397 -4.76679
C -2.61505 -1.19850 -2.18053
C 4.94315 1.12147 4.28462
C -0.97876 3.05826 0.13992
C -1.30862 -0.73964 -2.63786
C 0.86303 2.22354 1.26491
C 2.24265 6.09766 2.30809
C -3.53126 -1.13047 2.09938
C 2.67389 0.99596 2.52647
C -3.05366 -0.88792 -0.88250
C 5.57333 -0.97305 3.07940
C -1.38080 -1.83427 2.93419
C -1.06824 -0.73975 -4.10826
C 3.23158 -0.20407 2.97104
C -0.24669 -3.86744 -1.20864
C -0.62430 -0.75256 -6.84347
C 1.56272 0.99249 1.70587
C 1.16416 6.80128 0.17051
C -4.67880 -2.44889 -2.51159
C -4.61569 -1.16100 1.06792
C 0.55017 4.61162 1.16040
C -1.27922 -4.75243 -1.47634
C 0.95537 6.03914 1.48816
C 1.28724 3.50237 1.57599
C -0.88574 0.44285 -6.18900
C -1.10700 0.45263 -4.82058
C -1.19177 -5.60513 -2.56796
C 0.91296 0.14247 -2.29995
C -0.18097 6.69162 2.29201
C 4.11112 -1.07807 5.12028
C -4.21926 -1.43135 -0.35212
C -0.60907 4.35611 0.42078
C -5.57515 -3.24823 -3.40897
H -2.14449 -4.78478 -0.83116
H -0.92358 1.36846 -6.74370
H -5.86024 -2.66412 -4.28309
H -0.31624 -3.20780 -0.35009
H 6.47162 -1.01714 3.69184
H -0.49836 -2.45487 2.84969
H -3.17777 -2.17749 -4.00440
H 5.80994 1.01314 4.93487
H 1.39865 0.64248 -1.45557
H 5.81662 -0.43587 2.16246
H 1.84447 -4.68870 -3.74388
H 1.92463 6.32520 -0.44827
H 1.38531 -1.38579 -3.75652
H 0.00613 -6.25263 -4.22120
H -1.99003 -6.30219 -2.77366
H 0.72790 0.90928 -3.05694
H -1.33169 1.38438 -4.31851
H 5.29931 -1.99350 2.81828
H 3.26003 -0.64997 5.65030
H -2.22090 -2.50598 1.07247
H -2.91228 0.24530 5.12396
H -1.87764 2.83253 -0.41948
H -1.10095 6.75998 1.71550
H 2.48161 7.13813 2.52216
H 4.18381 1.66779 4.84439
H 2.97965 -2.34821 2.85662
H 1.05567 -2.23020 1.33858
H 0.24551 6.87347 -0.40787
H 3.09919 1.93436 2.84141
H 2.14099 5.58546 3.26547
H -1.23072 5.16174 0.06357
H 3.09115 5.67649 1.76809
H -0.82722 -1.04839 4.85449
H -4.66251 0.15202 3.37052
H -0.81925 -2.87216 -4.21282
H -5.94903 -2.58642 -0.77801
H -0.38881 6.13812 3.20775
H -5.07463 -4.14858 -3.76269
H 1.49512 7.81467 0.38930
H -0.44687 -0.75574 -7.90822
H 2.19066 3.64394 2.14675
H -6.48374 -3.54637 -2.89206
H 3.88642 -2.11731 4.88718
H 4.96392 -1.07249 5.79645
H 2.74428 -0.41327 -3.22628
H 0.10950 7.70330 2.56918
H 5.25629 1.72233 3.43039
H -0.41365 -2.87742 -6.64207
*
```

Its energy relative to the best compared isomer or geometry (same formula, charge and spin) is 10.82 kJ/mol. The max |F| comes out at 0.8 eV Å⁻¹. As for the expectation value of S²: 6.0944. Its highest occupied orbital energy (alpha / beta) is -12.91 / -12.91 eV.

---

What is the energy relative to the best compared isomer or geometry (same formula, charge and spin) in the third record? 10.82 kJ/mol

---

The lowest max |F| belongs to which entry? C47H48MnN3O2Te

---

Which of these has the lowest energy relative to the best compared isomer or geometry (same formula, charge and spin)? C47H48MnN3O2Te